(1)
Here is a structure of composition C4H11BO2PPb at a distorted geometry from the Open Molecules 2025 dataset. Energies are from wB97M-V/def2-TZVPD.

Output
Charge   +1

XYZ file:
```
20
C4H11BO2PPb (wB97M-V/def2-TZVPD)
C -1.9291 -0.7096 -0.8075
P -0.2313 -1.4983 -0.4325
C 0.8984 -1.5974 -1.9741
C 0.7762 -0.5236 0.8637
C 0.0194 0.2769 2.0774
O 0.2740 1.6822 1.7024
B 0.8494 1.7668 0.3301
O 1.6181 0.5098 0.2383
H -1.9784 0.4589 -0.6563
H -2.8271 -1.1757 -0.1800
H -2.2220 -0.9114 -1.9454
H 0.9021 -2.6681 -2.4980
H 2.0156 -1.4551 -1.5779
H 0.7052 -0.7565 -2.7704
H 1.5875 -1.3255 1.1923
H 0.3248 -0.0559 3.1749
H -1.1482 0.1353 2.1163
H 1.3520 2.7718 -0.0193
H -0.0865 1.5474 -0.3462
Pb -0.9003 3.5280 1.5122
```

---

(2)
Here is a structure of composition C4H11BeCaCl5FOP at a distorted geometry from the Open Molecules 2025 dataset. Energies are from wB97M-V/def2-TZVPD.

Output
Charge   +2

XYZ file:
```
25
C4H11BeCaCl5FOP (wB97M-V/def2-TZVPD)
Cl 1.4300 -0.7489 2.3350
P 2.5576 -0.2435 0.6122
Cl 1.9105 1.5923 -0.1703
H 3.9590 -0.2127 1.0240
H 2.3548 -1.3825 -0.3508
F 2.3553 3.8888 -0.6592
Be 0.4587 3.8401 -1.2570
C 2.1742 -4.7665 -1.9331
C 1.8653 -3.4917 -1.1345
O 3.0651 -2.8765 -0.8115
H 2.7727 -5.4709 -1.3523
H 1.2428 -5.2712 -2.2031
H 2.7057 -4.5410 -2.8580
H 1.2193 -3.8196 -0.2994
H 1.1581 -2.9185 -1.7570
Cl -3.0802 2.4872 -1.0261
C -3.0440 3.5425 0.4128
C -4.2313 3.3100 1.3153
Cl -5.7392 3.8430 0.5794
H -3.0005 4.5803 0.0758
H -2.1237 3.3167 0.9517
H -4.1164 3.8668 2.2429
H -4.3130 2.1966 1.5678
Cl -5.5554 1.3674 2.8252
Ca 3.9747 -2.0882 1.8702
```

---

no.,E_LUMO (eV),HOMO energy (eV)
1,-7.024,-10.43
2,-10.499,-12.65